# 1
12
Properties=species:S:1:pos:R:3 method="wB97M-V/def2-TZVPD" e_above_lowest_kcal_mol=14.34 spin_multiplicity=3 homo_lumo_gap_ev="7.11 / 6.13" energy_ev=-21542.57623
S 1.78 0.97 -0.36
O 2.51 1.51 0.76
N -0.57 -0.20 -0.04
N -1.12 2.01 -0.42
N -2.23 1.27 -0.29
C -0.05 0.98 -0.22
C 1.60 -0.87 0.05
C -1.98 0.02 -0.12
C 0.33 -1.24 0.13
H -2.60 -0.87 -0.08
H -0.16 -2.24 0.37
H 2.48 -1.34 0.23


# 2
18
Properties=species:S:1:pos:R:3 method="wB97M-V/def2-TZVPD" e_above_lowest_kcal_mol=3.05 homo_lumo_gap_ev=8.80 energy_ev=-23919.75678
O 5.29 1.84 0.63
O 6.29 -0.61 -0.38
O 2.42 -1.39 0.16
O 4.83 -2.16 0.00
O 4.16 1.96 -1.19
O 2.03 0.85 0.31
N 4.61 1.40 -0.24
N -0.26 0.83 -0.45
N 2.96 -0.34 0.13
N -1.44 0.40 -0.10
N 5.20 -1.02 -0.15
C 4.17 -0.04 -0.14
C 0.59 0.60 0.50
C 0.02 -0.11 1.55
C -1.34 -0.18 1.09
H -2.25 -0.64 1.46
H 0.51 -0.62 2.38
H -0.13 1.46 -1.36


# 3
18
Properties=species:S:1:pos:R:3 method="wB97M-V/def2-TZVPD" homo_lumo_gap_ev="6.48 / 6.58" energy_ev=-22811.00439
O -0.35 -2.92 -1.87
O -3.15 -2.15 0.86
O -3.03 0.07 1.16
O 0.05 -1.11 1.41
N -0.22 1.06 0.72
N 1.54 0.07 -0.08
N -0.20 4.21 -0.74
N -0.53 -1.84 -1.44
N -0.71 -0.79 -1.05
N 0.12 3.17 -0.40
N 1.63 1.28 -0.47
C 0.53 2.00 -0.11
C -3.07 -1.03 1.03
C 0.26 -0.16 0.66
C 2.53 -0.76 -0.15
H 2.37 -1.81 0.09
H -1.18 1.17 1.05
H 3.40 -0.47 -0.69


# 4
9
Properties=species:S:1:pos:R:3 method="wB97M-V/def2-TZVPD" e_above_lowest_kcal_mol=84.73 homo_lumo_gap_ev="6.72 / 5.93" energy_ev=-7729.06955
O 2.70 -0.49 0.00
N 0.42 1.86 0.05
C -0.79 -0.18 0.06
C 0.31 -1.06 0.02
C 1.58 -0.72 0.13
C -0.67 1.27 0.05
H -0.07 -2.16 0.07
H -1.69 1.89 -0.13
H -1.80 -0.43 -0.25


# 5
9
Properties=species:S:1:pos:R:3 method="wB97M-V/def2-TZVPD" e_above_lowest_kcal_mol=99.52 homo_lumo_gap_ev=8.80 energy_ev=-7728.42821
O 0.99 0.97 -1.06
N 1.24 0.17 2.22
C 0.38 0.10 -0.17
C 0.88 0.03 1.06
C -0.88 -0.46 -0.46
C -1.94 -0.95 -0.76
H -2.87 -1.40 -1.04
H 0.59 1.09 1.79
H 1.60 0.45 -1.59


# 6
9
Properties=species:S:1:pos:R:3 method="wB97M-V/def2-TZVPD" e_above_lowest_kcal_mol=60.98 homo_lumo_gap_ev=10.34 energy_ev=-7730.09979
O 0.29 -0.86 -1.50
N -2.47 1.09 0.91
C -1.35 1.41 0.94
C 0.55 0.59 0.37
C 0.04 1.60 0.86
C 0.91 -0.67 -0.26
H 0.68 -1.47 0.46
H -0.65 -1.06 -1.36
H 1.99 -0.63 -0.42


# 7
9
Properties=species:S:1:pos:R:3 method="wB97M-V/def2-TZVPD" e_above_lowest_kcal_mol=0.00 homo_lumo_gap_ev=9.18 energy_ev=-7732.74400
O -2.46 -0.18 -0.04
N -0.45 -1.41 0.03
C -0.32 0.98 0.04
C 0.91 0.52 -0.04
C -1.26 -0.22 0.00
C 0.77 -0.99 0.00
H 1.88 1.01 -0.08
H 1.60 -1.72 -0.02
H -0.69 2.00 0.10


# 8
10
Properties=species:S:1:pos:R:3 method="wB97M-V/def2-TZVPD" e_above_lowest_kcal_mol=56.15 homo_lumo_gap_ev=10.59 energy_ev=-9779.25175
O -0.51 -2.49 -0.91
O -0.49 -0.98 0.73
N 1.13 0.82 -0.72
C 0.48 1.19 0.44
C 1.57 0.30 -1.68
C -0.30 0.32 1.09
C -0.70 -1.36 -0.58
H -1.09 -0.57 -1.22
H 0.66 2.20 0.81
H -0.76 0.57 2.03


# 9
10
Properties=species:S:1:pos:R:3 method="wB97M-V/def2-TZVPD" e_above_lowest_kcal_mol=83.77 homo_lumo_gap_ev=8.96 energy_ev=-9778.05401
O 2.73 0.76 0.45
O -0.02 0.62 1.15
N -0.31 -0.57 -0.74
C -1.34 0.44 1.19
C 0.53 -0.03 0.03
C 2.00 0.02 -0.17
C -1.59 -0.24 -0.13
H -2.36 -1.01 -0.21
H 2.36 -0.67 -0.95
H -2.00 0.67 -0.61


# 10
10
Properties=species:S:1:pos:R:3 method="wB97M-V/def2-TZVPD" e_above_lowest_kcal_mol=55.64 homo_lumo_gap_ev=10.68 energy_ev=-9779.27404
O -1.81 -0.59 -0.01
O 2.52 0.42 -0.05
N -0.54 -1.16 -0.05
C -0.44 1.12 0.00
C 1.69 -0.45 0.05
C -1.71 0.74 0.04
C 0.23 -0.12 0.01
H 1.89 -1.58 0.28
H -2.67 1.24 -0.07
H 0.13 2.11 0.10


# 11
10
Properties=species:S:1:pos:R:3 method="wB97M-V/def2-TZVPD" e_above_lowest_kcal_mol=98.85 homo_lumo_gap_ev=8.75 energy_ev=-9777.40029
O -0.04 2.56 -1.21
O 2.13 0.81 0.25
N -1.21 -2.08 -0.48
C -0.35 1.47 -0.97
C 1.12 0.35 0.80
C -0.39 0.25 -0.61
C -0.93 -0.91 -0.47
H -1.77 -2.68 0.29
H 1.09 -0.71 1.03
H 0.35 0.93 1.37


# 12
10
Properties=species:S:1:pos:R:3 method="wB97M-V/def2-TZVPD" e_above_lowest_kcal_mol=36.29 homo_lumo_gap_ev=10.52 energy_ev=-9780.11285
O 1.94 1.19 -0.39
O -1.12 -0.67 1.81
N -2.18 -0.43 -1.53
C 0.09 -0.33 -0.25
C -0.06 -0.57 1.26
C 0.75 1.04 -0.46
C -1.19 -0.42 -0.95
H 0.05 1.88 -0.65
H 0.91 -0.62 1.80
H 0.80 -1.08 -0.64


# 13
10
Properties=species:S:1:pos:R:3 method="wB97M-V/def2-TZVPD" e_above_lowest_kcal_mol=59.72 homo_lumo_gap_ev=10.82 energy_ev=-9779.09695
O 0.81 1.93 0.68
O -1.90 -0.02 0.83
N 0.51 0.06 -1.39
C 0.33 -0.32 -0.04
C 0.38 0.31 -2.53
C -1.18 -0.58 0.05
C 0.74 0.77 0.96
H 0.91 -1.23 0.16
H -1.55 -1.30 -0.69
H 0.94 0.39 1.98


# 14
11
Properties=species:S:1:pos:R:3 method="wB97M-V/def2-TZVPD" e_above_lowest_kcal_mol=78.47 homo_lumo_gap_ev=9.38 energy_ev=-20613.65211
S -0.66 1.24 -0.51
O -0.29 -1.31 0.41
O -2.35 -0.59 0.38
N 0.83 -1.59 -0.52
C 1.82 -0.78 -0.25
C -1.20 -0.39 0.02
C 0.83 1.42 0.45
C 1.76 0.49 0.49
H 2.79 0.66 0.88
H 1.11 2.37 1.06
H 2.70 -1.05 -0.81


# 15
11
Properties=species:S:1:pos:R:3 method="wB97M-V/def2-TZVPD" e_above_lowest_kcal_mol=116.78 homo_lumo_gap_ev=7.46 energy_ev=-20611.99073
S -0.17 -0.06 -2.36
O 0.57 1.12 0.51
O -0.97 -1.75 -0.76
N -0.40 -0.64 -0.81
C 0.00 -0.58 1.66
C 0.43 0.56 2.52
C 0.13 -0.10 0.39
C 0.66 1.59 1.74
H 1.22 2.54 1.66
H -0.29 -1.52 2.14
H 0.48 0.50 3.73


# 16
11
Properties=species:S:1:pos:R:3 method="wB97M-V/def2-TZVPD" e_above_lowest_kcal_mol=100.15 homo_lumo_gap_ev=9.60 energy_ev=-11825.19037
O -0.82 -1.66 -0.31
O -1.06 1.77 -0.48
O -1.88 -0.10 1.10
N 2.89 0.16 0.94
C 1.06 -0.16 -0.80
C -0.29 -0.56 -0.42
C -1.20 0.55 0.05
C 1.98 0.24 0.07
H -1.84 -0.99 0.68
H 0.82 0.48 -1.73
H 1.40 -1.21 -1.33


# 17
9
Properties=species:S:1:pos:R:3 method="wB97M-V/def2-TZVPD" e_above_lowest_kcal_mol=69.89 homo_lumo_gap_ev=8.63 energy_ev=-16517.21914
S 2.42 -0.68 -0.17
N 0.24 1.14 -0.50
C -1.77 0.01 0.63
C -0.54 0.31 0.05
C -0.89 -0.98 0.58
C 1.78 0.61 -0.81
H -2.64 0.31 1.07
H -0.87 -2.10 0.70
H 2.28 1.37 -1.56


# 18
9
Properties=species:S:1:pos:R:3 method="wB97M-V/def2-TZVPD" e_above_lowest_kcal_mol=145.08 homo_lumo_gap_ev="7.44 / 7.44" energy_ev=-16513.95848
S 0.47 2.66 -0.56
N 0.95 1.72 0.49
C -0.35 -0.11 -0.13
C -0.01 1.37 -1.80
C -0.68 0.35 -1.26
C -0.05 -1.25 0.67
H -0.03 -1.07 1.72
H -1.05 -1.74 0.51
H 0.75 -1.94 0.37


# 19
10
Properties=species:S:1:pos:R:3 method="wB97M-V/def2-TZVPD" e_above_lowest_kcal_mol=104.89 homo_lumo_gap_ev="8.55 / 7.47" energy_ev=-17575.18563
P -0.03 2.01 -1.84
O 2.33 1.33 2.81
O 1.22 2.74 1.39
C 1.75 1.99 2.09
C -0.22 -0.06 1.21
C 0.27 -0.03 0.03
C -0.29 0.48 -1.45
H -1.13 0.30 1.57
H -0.95 -0.11 -1.97
H 1.31 -0.48 -0.04


# 20
10
Properties=species:S:1:pos:R:3 method="wB97M-V/def2-TZVPD" e_above_lowest_kcal_mol=0.00 spin_multiplicity=2 homo_lumo_gap_ev="3.45 / 4.40" charge=-1 energy_ev=-8942.89122
Rb -4.08 -1.21 0.48
O 5.27 0.38 -0.32
O -0.54 0.86 0.11
C 1.86 1.26 0.49
C 0.63 1.16 0.33
C 3.24 1.17 0.61
C 4.04 0.54 -0.39
H 3.48 0.15 -1.27
H -3.03 0.22 -1.52
H 3.74 1.48 1.53